No. 1
C18H34BrCl3F7MgN3O8PS as an isolated structure in a non-equilibrium geometry. Source: the OMol25 dataset; level of theory: ωB97M-V/def2-TZVPD.

The geometry in ORCA input format:
```
! RIJCOSX wB97M-V def2-TZVPD def2/J DEFGRID3
* xyz -1 1
Cl -1.294 -0.254 -3.753
N -0.052 -1.347 -3.281
C 1.266 -1.128 -3.897
C 2.206 -1.911 -2.961
O 1.595 -3.058 -2.394
C 0.654 -3.691 -3.216
C -0.469 -2.727 -3.662
H 0.041 -1.258 -2.265
H 1.537 -0.081 -3.930
H 1.304 -1.524 -4.904
H 2.403 -1.230 -2.142
H 3.122 -2.139 -3.504
H 1.146 -4.119 -4.092
H 0.194 -4.500 -2.663
H -0.509 -2.712 -4.745
H -1.457 -2.968 -3.289
C -3.951 -0.523 0.570
C -2.829 0.516 0.663
C -1.527 -0.241 0.919
S -1.750 -1.895 0.196
O -1.710 -2.840 1.298
O -0.918 -2.034 -0.952
C -3.432 -1.637 -0.342
H -4.866 -0.084 0.182
H -4.161 -0.929 1.561
H -2.748 1.060 -0.279
H -3.022 1.247 1.447
H -0.673 0.259 0.457
H -1.362 -0.369 1.997
H -3.990 -2.566 -0.245
H -3.404 -1.326 -1.402
C 3.191 1.852 -0.044
Cl 4.291 1.098 -1.180
Cl 1.739 0.839 0.204
H 3.695 1.978 0.907
H 2.888 2.815 -0.437
O -5.379 -2.162 2.782
H -5.695 -3.002 2.431
H -5.129 -2.370 3.688
F -3.536 -1.442 -3.324
Mg 0.038 -0.963 2.509
C -9.361 0.299 3.832
C -9.591 1.665 3.920
C -8.612 2.563 3.524
C -7.417 2.071 3.035
C -7.169 0.714 2.945
C -8.143 -0.174 3.350
N -6.372 3.000 2.583
O -6.577 4.186 2.679
O -5.338 2.518 2.129
H -10.129 -0.399 4.139
H -10.531 2.046 4.294
H -8.814 3.622 3.599
H -6.230 0.342 2.565
H -7.958 -1.238 3.282
Br 1.981 -2.123 0.296
C 7.757 1.536 -0.263
C 7.551 2.952 0.202
O 6.635 3.278 0.954
N 8.426 3.892 -0.245
C 9.561 3.701 -1.129
H 6.990 0.908 0.172
H 7.678 1.478 -1.347
H 8.729 1.161 0.056
H 8.236 4.819 0.099
H 10.475 4.012 -0.620
H 9.434 4.317 -2.022
H 9.657 2.662 -1.425
F 9.296 -2.759 0.715
P 8.912 -2.324 -0.837
F 7.847 -1.095 -1.189
F 8.561 -2.843 -2.372
F 7.550 -3.161 -0.403
F 10.337 -3.062 -1.236
F 9.859 -0.991 -0.528
O -10.682 4.580 3.297
H -9.996 5.211 3.041
*
```

The calculation puts the HOMO energy at -4.45 eV. The HOMO-LUMO gap comes out at 0.0444 Eh.

***

No. 2
A single C9H6N4 molecule in a non-equilibrium geometry. Source: the OMol25 dataset; level of theory: ωB97M-V/def2-TZVPD.

The geometry in ORCA input format:
```
! RIJCOSX wB97M-V def2-TZVPD def2/J DEFGRID3
* xyz 0 1
C 1.358 1.332 0.554
C 0.032 1.512 0.774
C -0.756 0.576 -0.084
C -1.357 1.649 -0.977
N -2.622 1.748 -0.847
N -3.126 0.791 -0.027
C -2.187 0.050 0.434
N -2.249 -1.156 1.004
C -1.636 -2.170 0.506
C -0.772 -2.316 -0.660
N 0.133 -1.547 -1.167
C 0.402 -0.322 -0.682
C 1.589 0.243 -0.334
H 2.146 1.894 1.027
H -0.422 2.296 1.356
H -0.797 2.334 -1.586
H -1.822 -3.102 1.035
H -0.810 -3.304 -1.112
H 2.550 -0.153 -0.606
*
```

The calculation puts the HOMO energy at -8.71 eV. The HOMO-LUMO gap comes out at 0.2806 Eh. Its SMILES is C1=C[C@]23C=NN=C2N=CC=NC3=C1. As for the energy above the lowest of the compared OMol25 structures with the same formula, charge and spin: 4.726 eV.

***

No. 3
A 18-piece molecular cluster, C42H118N2O18 overall in a non-equilibrium geometry. Source: the OMol25 dataset; level of theory: ωB97M-V/def2-TZVPD.

The geometry in ORCA input format:
```
! RIJCOSX wB97M-V def2-TZVPD def2/J DEFGRID3
* xyz 0 1
C 0.004 2.404 0.126
C -0.247 0.856 0.132
C 0.480 0.346 1.451
C 0.211 -1.111 1.926
C -1.300 -1.232 2.088
C -2.176 -0.690 0.883
N -1.722 0.624 0.392
O -2.568 1.208 -0.514
C -2.098 -1.716 -0.213
C -3.576 -0.566 1.457
C 0.309 0.162 -1.149
H -0.408 2.938 0.982
H -0.441 2.884 -0.746
H 1.081 2.570 0.083
H 1.545 0.231 1.249
H 0.366 1.039 2.285
H 0.726 -1.311 2.866
H 0.521 -1.876 1.214
H -1.521 -0.594 2.944
H -1.590 -2.216 2.457
H -2.555 -1.344 -1.130
H -1.079 -2.088 -0.316
H -2.691 -2.612 -0.031
H -3.991 -1.517 1.793
H -3.709 0.146 2.271
H -4.253 -0.216 0.678
H 0.714 -0.847 -1.063
H 1.168 0.736 -1.496
H -0.363 0.174 -2.007
H -2.257 0.852 -1.349
C 6.789 -3.105 -3.508
C 5.538 -2.419 -2.920
C 4.971 -3.454 -1.915
C 3.984 -2.956 -0.879
C 4.530 -1.724 -0.186
C 4.992 -0.595 -1.132
N 5.872 -1.171 -2.170
O 6.449 -0.138 -2.943
C 3.818 0.248 -1.685
C 5.810 0.403 -0.247
C 4.574 -2.224 -4.078
H 6.635 -4.005 -4.103
H 7.517 -3.421 -2.761
H 7.345 -2.395 -4.121
H 4.515 -4.234 -2.524
H 5.837 -3.833 -1.372
H 3.699 -3.747 -0.186
H 3.040 -2.667 -1.340
H 5.365 -2.038 0.440
H 3.759 -1.257 0.427
H 3.376 0.873 -0.909
H 4.335 0.917 -2.373
H 3.066 -0.309 -2.243
H 6.184 1.272 -0.788
H 5.212 0.691 0.618
H 6.681 -0.062 0.216
H 4.926 -1.467 -4.779
H 3.611 -1.848 -3.732
H 4.306 -3.215 -4.444
H 5.708 0.035 -3.528
C 0.116 2.515 -5.498
C 0.573 2.919 -4.138
O 1.534 1.940 -3.740
H -0.402 3.327 -6.008
H -0.424 1.571 -5.433
H 0.932 2.396 -6.210
H -0.280 2.916 -3.460
H 0.977 3.930 -4.188
H 2.010 2.347 -3.012
C -4.621 3.854 -2.935
C -3.218 3.965 -3.515
O -3.232 3.050 -4.518
H -4.837 2.876 -2.506
H -5.321 4.013 -3.755
H -4.884 4.597 -2.182
H -2.463 3.759 -2.756
H -3.074 4.959 -3.937
H -3.783 3.453 -5.193
C 1.313 1.929 5.254
C 1.895 2.404 6.541
O 1.397 1.667 7.662
H 1.468 2.563 4.381
H 0.247 1.719 5.342
H 1.682 0.912 5.120
H 1.617 3.445 6.708
H 2.984 2.417 6.502
H 0.664 2.131 8.074
C -0.541 -4.839 -2.788
C 0.739 -4.962 -1.920
O 1.329 -6.191 -2.273
H -0.337 -4.922 -3.855
H -0.922 -3.841 -2.569
H -1.381 -5.496 -2.561
H 0.560 -5.028 -0.846
H 1.566 -4.269 -2.076
H 1.311 -6.184 -3.232
C 4.198 -3.521 2.943
C 3.314 -2.457 3.432
O 4.020 -1.684 4.348
H 3.833 -4.152 2.133
H 4.385 -4.295 3.687
H 5.189 -3.187 2.635
H 2.490 -2.897 3.993
H 2.914 -1.777 2.680
H 4.109 -2.181 5.165
C 0.542 -1.320 -4.459
C 1.537 -1.167 -5.590
O 2.368 -0.021 -5.393
H -0.062 -2.212 -4.625
H -0.114 -0.453 -4.380
H 1.065 -1.520 -3.524
H 1.002 -1.074 -6.535
H 2.176 -2.048 -5.650
H 1.860 0.721 -5.055
C -7.949 1.928 0.653
C -6.557 2.013 0.104
O -6.225 3.367 0.137
H -8.328 0.914 0.519
H -8.616 2.502 0.011
H -8.198 2.315 1.641
H -6.427 1.592 -0.893
H -5.856 1.416 0.686
H -5.381 3.426 0.590
C 3.653 5.732 -2.288
C 3.358 4.574 -1.311
O 3.313 3.327 -2.031
H 2.874 5.906 -3.031
H 4.584 5.692 -2.853
H 3.665 6.632 -1.673
H 2.396 4.867 -0.891
H 4.156 4.548 -0.568
H 4.074 3.237 -2.610
C -3.597 -0.172 -3.575
O -2.711 0.821 -3.221
H -3.051 -0.898 -4.178
H -3.994 -0.739 -2.733
H -4.413 0.213 -4.186
H -2.844 1.631 -3.719
C -0.374 -5.282 3.228
O 0.558 -4.777 4.102
H -0.021 -5.398 2.203
H -0.882 -6.158 3.633
H -1.180 -4.554 3.131
H 1.317 -5.363 4.072
C 2.966 3.252 2.080
O 3.674 3.469 3.319
H 3.629 2.999 1.253
H 2.321 2.393 2.263
H 2.288 4.037 1.743
H 4.079 2.622 3.521
C -6.412 2.845 3.618
O -5.837 3.140 4.889
H -7.457 2.544 3.693
H -6.339 3.701 2.947
H -5.840 2.047 3.146
H -5.119 2.532 5.076
C 0.402 -1.816 6.173
O -0.633 -2.771 5.809
H 1.002 -1.662 5.276
H 0.071 -0.881 6.624
H 1.077 -2.315 6.868
H -0.229 -3.514 5.354
C -3.747 -1.638 5.033
O -2.689 -0.816 5.594
H -4.530 -1.029 4.582
H -3.355 -2.373 4.330
H -4.136 -2.292 5.814
H -1.853 -1.286 5.560
C -7.033 -1.632 -0.883
O -7.852 -2.698 -0.727
H -6.797 -1.258 0.113
H -6.148 -1.864 -1.475
H -7.528 -0.790 -1.367
H -7.579 -3.368 -1.357
C -3.075 3.335 2.309
O -3.636 3.262 1.031
H -3.146 2.361 2.793
H -2.018 3.578 2.211
H -3.598 4.077 2.913
H -3.307 2.511 0.532
*
```

The calculation puts the HOMO energy at -8.34 eV. The HOMO-LUMO gap comes out at 0.3135 Eh. As for the energy above the lowest of the compared OMol25 structures with the same formula, charge and spin: 2.404 eV.

***

No. 4
C30H42CoN4O5S5 as an isolated structure. Source: the OMol25 dataset; level of theory: ωB97M-V/def2-TZVPD.

The geometry in ORCA input format:
```
! RIJCOSX wB97M-V def2-TZVPD def2/J DEFGRID3
* xyz 0 2
Co 1.824 -0.730 0.117
C 1.931 5.387 0.704
C 2.048 4.575 1.989
S 1.370 2.902 1.961
C -0.356 3.171 1.498
C -0.706 3.288 -0.004
S 0.306 2.248 -1.088
C 0.866 3.348 -2.407
C 1.450 4.695 -1.990
S 2.760 4.644 -0.734
H 2.384 6.363 0.881
H 0.888 5.558 0.448
H 1.583 5.128 2.808
H 3.098 4.420 2.246
H -0.710 4.059 2.026
H -0.880 2.314 1.928
H -0.610 4.314 -0.349
H -1.751 3.006 -0.132
H 0.058 3.506 -3.123
H 1.636 2.743 -2.892
H 0.679 5.381 -1.642
H 1.889 5.150 -2.879
C -3.931 -0.443 -4.099
C -2.706 -1.012 -3.424
C -2.858 -1.805 -2.370
C -0.722 -3.382 -2.218
C 0.577 -2.600 -2.008
C -0.159 -0.762 -3.778
C -1.448 -0.659 -4.104
S 1.935 -3.425 -1.154
O 1.167 -4.039 -0.085
O 2.682 -4.256 -2.049
N 2.789 -2.243 -0.556
C 4.015 -1.779 -1.260
C 3.743 -0.416 -1.811
O 4.334 0.070 -2.753
O 2.752 0.200 -1.185
H -4.839 -0.658 -3.535
H -4.044 -0.864 -5.102
H -3.839 0.641 -4.213
H -3.887 -2.008 -2.082
H -0.622 -4.316 -1.655
H 0.531 -0.418 -4.542
H -1.615 -0.230 -5.089
H 4.331 -2.464 -2.040
H 4.804 -1.647 -0.526
C -3.501 0.488 -0.686
C -2.841 -0.236 0.464
C -3.526 -0.545 1.566
C -2.869 -1.095 2.742
C -3.706 -1.446 3.940
C -1.527 -1.234 2.798
C -0.673 -0.890 1.684
C -1.377 -0.542 0.374
N 0.624 -0.951 1.686
C 1.399 -1.356 2.911
C 1.212 -0.341 4.046
C 2.869 -1.317 2.480
C 1.125 -2.804 3.330
H -4.279 -0.120 -1.150
H -2.782 0.765 -1.458
H -3.982 1.394 -0.310
H -4.591 -0.339 1.614
H -4.757 -1.210 3.779
H -3.358 -0.898 4.817
H -3.624 -2.510 4.167
H -1.099 -1.611 3.710
H -0.900 0.327 -0.070
H 1.497 0.659 3.712
H 1.856 -0.620 4.881
H 0.190 -0.279 4.417
H 2.802 0.634 1.750
H 3.177 -2.253 2.020
H 3.517 -1.120 3.333
H 0.223 -2.942 3.925
H 1.966 -3.155 3.930
H 1.062 -3.434 2.438
S -0.986 -3.926 -3.895
C -1.858 -2.524 -1.518
C -0.984 -1.737 -0.537
N 0.304 -1.433 -1.174
C 0.624 -1.240 -2.607
H -2.443 -3.213 -0.910
H -0.691 -2.527 0.156
H 1.615 -0.822 -2.653
O 4.418 -0.254 1.128
N 3.126 -0.294 1.445
*
```

The calculation puts the HOMO energy (alpha / beta) at -7.39 / -7.38 eV. The HOMO-LUMO gap (alpha / beta) comes out at 0.2249 / 0.2029 Eh.

***

No. 5
CH2N2O3S as an isolated structure in a non-equilibrium geometry. Source: the OMol25 dataset; level of theory: ωB97M-V/def2-TZVPD.

The geometry in ORCA input format:
```
! RIJCOSX wB97M-V def2-TZVPD def2/J DEFGRID3
* xyz 0 1
C -1.232 0.270 0.131
N -0.452 -0.351 0.898
N 0.061 0.462 -1.303
O -2.337 0.592 -0.133
O 1.769 1.080 0.636
O 1.741 -1.195 -0.279
S 1.102 0.063 -0.095
H -0.452 -0.438 1.863
H -0.200 -0.481 -1.718
*
```

The calculation puts the HOMO energy at -11.29 eV. The HOMO-LUMO gap comes out at 0.4163 Eh. As for the energy above the lowest of the compared OMol25 structures with the same formula, charge and spin: 1.615 eV.

***

No. 6
C3H4GdLiO2 as an isolated structure in a non-equilibrium geometry. Source: the OMol25 dataset; level of theory: ωB97M-V/def2-TZVPD.

The geometry in ORCA input format:
```
! RIJCOSX wB97M-V def2-TZVPD def2/J DEFGRID3
* xyz 3 9
O -0.271 -0.195 -0.425
Li 1.200 -0.934 0.766
C -0.268 1.144 -0.732
C -1.293 1.789 -0.117
H 0.638 1.511 -1.215
H -2.339 1.476 -0.127
H -1.200 2.876 -0.091
Gd -0.546 -1.709 -2.962
C 2.349 -2.528 2.041
O 2.911 -3.293 2.640
H -1.182 -0.137 0.223
*
```

The calculation puts the HOMO energy (alpha / beta) at -21.12 / -21.14 eV. The HOMO-LUMO gap (alpha / beta) comes out at 0.2492 / 0.2476 Eh.

***

No. 7
C33H31Cl3GeN2O4PtSb2 as an isolated structure in a non-equilibrium geometry. Source: the OMol25 dataset; level of theory: ωB97M-V/def2-TZVPD.

The geometry in ORCA input format:
```
! RIJCOSX wB97M-V def2-TZVPD def2/J DEFGRID3
* xyz 1 4
Pt 0.138 -0.563 -3.216
C -0.690 1.322 -0.339
C 0.668 1.516 0.254
C 0.702 1.628 1.783
Sb 0.278 -0.347 2.720
C 2.439 -0.496 2.998
C 2.897 -0.805 4.305
C 4.232 -1.072 4.606
C 5.206 -1.047 3.585
C 4.761 -0.711 2.298
C 3.399 -0.576 1.963
C -0.309 0.541 4.571
C -1.573 0.208 5.028
C -2.343 1.101 5.814
C -1.743 2.338 6.152
C -0.438 2.622 5.734
C 0.283 1.704 4.971
Sb -1.452 -0.596 -1.120
C -3.448 0.329 -1.400
C -3.659 1.541 -2.050
C -4.822 1.779 -2.807
C -5.791 0.778 -2.914
C -5.769 -0.270 -2.009
C -4.553 -0.574 -1.339
C -1.557 -2.004 0.591
C -2.671 -2.041 1.440
C -2.898 -3.038 2.299
C -2.013 -4.163 2.310
C -0.908 -4.155 1.499
C -0.705 -3.095 0.555
H -0.834 1.861 -1.286
H -1.510 1.688 0.267
H 1.148 2.435 -0.161
H 1.343 0.686 -0.019
H -0.021 2.370 2.160
H 1.720 1.840 2.165
H 2.094 -0.762 5.053
H 4.527 -1.259 5.642
H 6.221 -1.278 3.811
H 5.398 -0.672 1.453
H 3.051 -0.504 0.928
H -1.934 -0.796 4.822
H -3.344 0.796 6.035
H -2.294 3.042 6.748
H -0.001 3.609 5.912
H 1.290 1.901 4.552
H -2.996 2.335 -1.954
H -4.897 2.696 -3.414
H -6.667 0.846 -3.542
H -6.668 -0.850 -1.736
H -4.554 -1.464 -0.709
H -3.297 -1.099 1.462
H -3.767 -2.960 2.953
H -2.178 -5.050 2.937
H -0.085 -4.822 1.731
H 0.072 -3.103 -0.191
C 0.725 0.862 -6.422
C 1.763 0.840 -5.429
N 1.610 0.297 -4.194
C 2.842 0.201 -3.594
C 3.770 0.875 -4.405
N 3.030 1.282 -5.512
C 5.051 1.512 -4.092
O 5.479 1.316 -2.869
O 5.679 2.164 -4.928
C 2.831 -0.379 -2.250
O 3.744 -0.110 -1.416
O 1.792 -1.124 -2.018
H 0.938 1.553 -7.254
H -0.182 1.135 -6.023
H 0.613 -0.152 -6.872
H 3.449 1.760 -6.315
H 4.805 0.912 -2.233
Cl -1.611 0.752 -4.156
Ge -1.244 -2.265 -4.403
Cl -2.842 -2.703 -2.965
Cl -1.723 -2.066 -6.553
*
```

The calculation puts the HOMO energy (alpha / beta) at -9.02 / -11.16 eV. The HOMO-LUMO gap (alpha / beta) comes out at 0.2058 / 0.1680 Eh. As for the energy above the lowest of the compared OMol25 structures with the same formula, charge and spin: 0.000 eV.

***

No. 8
A 2-piece molecular cluster, C9H13N2O2 overall in a non-equilibrium geometry. Source: the OMol25 dataset; level of theory: ωB97M-V/def2-TZVPD.

The geometry in ORCA input format:
```
! RIJCOSX wB97M-V def2-TZVPD def2/J DEFGRID3
* xyz 1 1
C -0.582 -1.112 1.838
C 0.584 -1.619 1.245
C -1.605 -1.058 0.841
C -0.945 -1.568 -0.317
C 2.193 1.980 0.230
C 2.998 0.726 0.099
C 1.043 0.831 -1.441
C -3.057 -0.710 0.883
C 0.034 2.894 -0.620
N 1.020 1.860 -0.651
N 2.145 -0.038 -0.953
O 2.330 2.814 1.091
O 0.353 -1.857 -0.063
H -0.566 -0.960 2.916
H 1.532 -1.965 1.627
H 3.978 0.917 -0.340
H 3.022 0.016 1.077
H -1.275 -1.473 -1.318
H -3.676 -1.600 1.001
H -3.299 -0.100 1.753
H -3.102 -0.244 -0.081
H -0.965 2.486 -0.759
H 0.071 3.538 0.267
H 0.231 3.508 -1.588
H 2.665 -0.537 -1.720
H 1.348 -0.687 -0.496
*
```

The calculation puts the HOMO energy at -12.38 eV. The HOMO-LUMO gap comes out at 0.3047 Eh. As for the energy above the lowest of the compared OMol25 structures with the same formula, charge and spin: 3.619 eV.